C3H9N2 | ωB97M-V with the def2-TZVPD basis set

Its net charge is +1. The structure (SMILES) is CC/[NH+]=C/N. The molar mass is 73.1 g/mol. For the energy above the lowest of the compared OMol25 structures with the same formula, charge and spin, the calculation gives 207.1 kJ/mol. As for the total energy: -6228.902 eV.

Atoms and positions in Å:
C  -1.467  1.674  0.464
C  -1.120  0.167  0.299
N  0.204  -0.413  -0.540
C  1.115  -1.177  -0.033
N  2.315  -1.444  -0.639
H  -0.740  2.298  0.081
H  -2.304  2.045  -0.101
H  -1.935  2.002  1.364
H  -0.979  -0.248  1.380
H  -2.035  -0.310  -0.273
H  0.282  0.206  -1.429
H  1.014  -1.694  0.842
H  2.823  -0.791  -1.094
H  2.829  -2.314  -0.321